Below is a 2-piece molecular cluster, C4H8NO3 overall in a non-equilibrium geometry, with properties calculated with wB97M-V/def2-TZVPD.

- LUMO energy (eV) = -1.06
- ΔE to the lowest compared entry with this formula, charge and spin (kcal/mol) = 210.66
- maximum force (Eh/bohr) = 0.094
- net charge = -1

```
16
Properties=species:S:1:pos:R:3:forces:R:3:nbo_charge:R:1
O 4.858 -0.383 1.496 -4.205 0.303 0.937 -0.785
O 0.880 1.497 -1.156 -2.016 -1.509 0.752 -0.431
O 2.581 -1.049 1.497 1.773 1.001 0.805 -0.765
N -3.323 -0.911 -0.677 3.381 0.396 0.495 -0.476
C -2.037 -0.523 -0.176 -0.486 -2.074 3.773 -0.288
C 0.181 0.647 -0.320 1.995 4.390 0.413 -0.081
C -1.206 0.543 -0.920 -1.811 2.417 -3.374 -0.358
C 3.553 -0.220 1.567 1.641 -0.515 -2.675 0.616
H -1.211 -1.259 0.061 -1.382 -0.418 -0.675 0.195
H -1.847 1.438 -0.958 0.756 0.210 0.417 0.217
H 3.179 0.867 1.333 0.609 -0.760 0.837 0.003
H -1.121 0.313 -1.984 0.173 -0.515 0.038 0.220
H -2.043 0.014 0.878 -0.834 -0.528 -1.669 0.219
H 0.142 1.204 0.684 -0.459 -1.159 -0.667 0.196
H -3.191 -1.885 -1.039 -0.123 0.923 0.104 0.318
H 0.605 -0.294 -0.286 0.988 -2.161 0.489 0.198
```
Forces are in eV/Å.